Formula: C3H9NOS
Source: the Open Molecules 2025 dataset
Level of theory: ωB97M-V/def2-TZVPD

Geometry (Å):
1 C 0.39242 0.22706 -0.78825
2 C -0.33679 1.62518 -0.50913
3 S -1.98149 1.24921 0.16254
4 N 1.07919 -0.24506 0.42426
5 C 1.80574 -1.42649 0.33823
6 O 1.09403 -2.62306 -0.02801
7 H -0.22450 -0.60938 -1.08187
8 H 1.00113 0.25679 -1.70606
9 H -0.40778 2.43954 -1.26196
10 H 0.27179 1.96198 0.37584
11 H -1.95169 1.87972 1.30509
12 H 0.36309 -0.23147 1.13603
13 H 2.66364 -1.29488 -0.23821
14 H 2.22149 -1.55913 1.38487
15 H 0.29179 -2.68516 0.49477

Force components x, y, z for each atom (eV/Å):
C -0.15 0.36 -1.12
C 1.30 -1.10 1.58
S -0.57 -0.64 -0.88
N -0.81 2.32 -0.91
C -0.46 -1.36 3.50
O 0.55 0.41 -0.68
H -1.37 0.23 -0.18
H 0.73 0.53 0.73
H 0.35 -1.08 0.19
H -0.57 0.27 -1.04
H 0.22 0.61 0.76
H 0.13 -0.31 0.43
H 1.06 -0.16 -1.68
H -0.38 -0.17 -0.89
H -0.03 0.09 0.19

Output
- E_LUMO (eV) = 0.764
- ΔE to the lowest compared entry with this formula, charge and spin (kJ/mol) = 156.6
- orbital gap (Eh) = 0.368
- energy (eV) = -17628.582
- multiplicity = 1
- charge = 0